C22H14N5O9Pt | ωB97M-V/def2-TZVPD

Positions of all 51 atoms, in Å:
Pt (-2.09, 0.28, 0.11)
O (-1.99, -3.46, 1.90)
C (-1.65, -2.46, 1.29)
O (-2.47, -1.54, 0.91)
C (-0.17, -2.35, 0.92)
C (0.61, -3.54, 0.96)
C (1.93, -3.46, 0.65)
C (2.50, -2.21, 0.30)
C (3.86, -2.04, -0.07)
C (4.33, -0.81, -0.42)
C (3.47, 0.32, -0.42)
C (2.16, 0.18, -0.06)
C (1.65, -1.09, 0.31)
N (0.33, -1.19, 0.62)
H (0.13, -4.46, 1.23)
H (2.56, -4.35, 0.65)
H (4.51, -2.91, -0.08)
H (5.37, -0.69, -0.71)
H (3.85, 1.29, -0.71)
H (1.48, 1.02, -0.06)
O (-0.41, 3.56, -1.54)
C (-0.82, 2.41, -1.44)
O (-1.80, 2.11, -0.65)
C (-0.13, 1.33, -2.25)
C (0.89, 1.77, -3.06)
C (1.59, 0.90, -3.89)
C (1.29, -0.45, -3.92)
C (0.29, -0.90, -3.10)
C (-0.49, -0.06, -2.25)
O (-1.43, -0.59, -1.57)
N (0.07, -2.35, -3.08)
O (-0.17, -2.88, -2.01)
O (0.22, -2.95, -4.13)
N (2.67, 1.41, -4.73)
O (2.93, 2.59, -4.67)
O (3.25, 0.61, -5.45)
H (1.13, 2.82, -3.05)
H (1.83, -1.13, -4.55)
N (-3.76, 2.81, 5.50)
C (-3.38, 2.24, 4.30)
C (-2.62, 2.95, 3.37)
C (-2.30, 2.36, 2.17)
N (-2.68, 1.11, 1.85)
C (-3.43, 0.43, 2.74)
C (-3.79, 0.96, 3.96)
H (-3.20, 3.58, 5.82)
H (-4.02, 2.18, 6.24)
H (-2.28, 3.95, 3.58)
H (-1.73, 2.87, 1.41)
H (-3.70, -0.57, 2.44)
H (-4.39, 0.36, 4.63)

HOMO   -5.46 eV
2S+1   1
LUMO energy   2.2 eV
Net charge   -1
E   -52165.5905 eV

These are the Mulliken partial charges, in e, on atoms 1 to 6: number 1, Pt, carries 0.8016; number 2, O, carries -0.7370; number 3, C, carries 0.3846; number 4, O, carries -0.7775; number 5, C, carries 0.5887; number 6, C, carries -0.7010

=====

C14H37AgBrN3O4 | ωB97M-V/def2-TZVPD

Positions of all 60 atoms, in Å:
Ag (3.28, 0.71, -2.42)
Br (0.67, 0.38, -1.16)
C (-1.31, 4.93, 2.07)
C (-0.40, 3.65, 1.82)
C (-0.61, 2.61, 2.88)
O (0.02, 3.01, 4.06)
C (0.04, 2.14, 5.18)
N (-0.73, 3.22, 0.54)
H (-1.23, 5.72, 1.34)
H (-1.17, 5.33, 3.07)
H (-2.36, 4.62, 2.16)
H (0.60, 4.08, 1.79)
H (-0.23, 1.66, 2.51)
H (-1.70, 2.60, 2.89)
H (0.35, 2.60, 6.12)
H (0.62, 1.24, 5.00)
H (-0.99, 1.85, 5.36)
H (-0.15, 2.50, 0.14)
H (-1.57, 2.65, 0.57)
C (-2.21, -0.55, 2.75)
C (-3.23, -0.90, 1.58)
C (-4.69, -0.51, 1.85)
O (-4.66, 0.93, 1.80)
C (-5.76, 1.56, 2.40)
N (-2.74, -0.35, 0.36)
H (-2.18, -1.38, 3.46)
H (-2.42, 0.39, 3.26)
H (-1.19, -0.64, 2.38)
H (-3.28, -1.97, 1.38)
H (-5.06, -0.92, 2.78)
H (-5.39, -0.79, 1.06)
H (-6.73, 1.18, 2.07)
H (-5.76, 2.63, 2.22)
H (-5.61, 1.31, 3.45)
H (-2.93, 0.59, 0.02)
H (-1.73, -0.36, 0.33)
C (1.63, 1.26, -5.12)
O (2.18, 0.26, -4.20)
C (2.19, -1.14, -4.85)
C (2.27, -2.24, -3.75)
N (3.26, -1.81, -2.74)
C (2.89, -2.53, -1.57)
C (3.31, -3.99, -1.81)
O (4.69, -4.03, -2.27)
C (5.26, -5.32, -2.06)
H (1.22, 2.02, -4.44)
H (0.86, 1.10, -5.87)
H (2.37, 1.90, -5.60)
H (3.08, -1.11, -5.48)
H (1.32, -1.34, -5.47)
H (2.72, -3.14, -4.16)
H (1.32, -2.59, -3.34)
H (4.16, -2.15, -3.06)
H (1.87, -2.36, -1.24)
H (3.59, -2.32, -0.76)
H (2.50, -4.54, -2.28)
H (3.22, -4.45, -0.83)
H (5.17, -6.03, -2.88)
H (5.00, -5.84, -1.14)
H (6.34, -5.33, -2.14)

HOMO (alpha / beta)   -11.03 / -10.86 eV
Expectation value of S²   0.7576
2S+1   2
LUMO energy (alpha / beta)   -3.8 / -7.4 eV
Net charge   +1
E   -101807.2547 eV

These are the Mulliken partial charges, in e, on atoms 1 to 6: number 1, Ag, carries 0.5489; number 2, Br, carries -0.1331; number 3, C, carries -1.3807; number 4, C, carries 0.0894; number 5, C, carries -0.0787; number 6, O, carries -0.4025

=====

CH4ClN5O2 | ωB97M-V/def2-TZVPD

Positions of all 13 atoms, in Å:
Cl (0.43, 2.38, -0.17)
C (0.97, 0.65, -0.69)
N (0.16, -0.28, 0.06)
N (0.88, -0.91, 0.83)
N (2.11, -0.71, 0.63)
N (2.30, 0.38, -0.25)
H (0.63, 0.85, -1.76)
H (2.87, -0.98, 1.26)
H (3.02, 0.12, -0.94)
O (-4.81, -0.44, 0.16)
N (-3.71, -0.67, -0.18)
O (-2.84, -0.10, 0.73)
H (-2.00, -0.29, 0.32)

HOMO   -9.63 eV
2S+1   1
LUMO energy   0.4 eV
Structure (SMILES)   Cl[C@@H]1N=NNN1.O=NO
E   -25164.3910 eV

These are the Mulliken partial charges, in e, on atoms 1 to 6: number 1, Cl, carries -0.2461; number 2, C, carries -0.0840; number 3, N, carries -0.0687; number 4, N, carries -0.3806; number 5, N, carries 0.1104; number 6, N, carries -0.2645

=====

C36H58N10O5 | ωB97M-V/def2-TZVPD

Positions of all 109 atoms, in Å:
C (-4.40, 0.13, -4.19)
C (-3.08, -0.04, -5.07)
O (-2.75, 0.86, -5.85)
O (-2.34, -1.24, -4.86)
C (-1.49, -1.03, -3.67)
C (-0.89, -2.39, -3.10)
C (-0.02, -2.23, -1.76)
C (0.72, -0.81, -1.75)
C (2.01, -0.74, -0.80)
C (1.88, 0.28, 0.42)
C (1.83, 1.83, 0.02)
C (2.46, 2.32, -1.36)
C (1.42, 2.55, -2.55)
C (0.57, 3.91, -2.44)
C (-0.10, 4.14, -3.91)
O (-1.54, 3.99, -3.88)
C (0.45, 2.46, 0.54)
C (0.86, 3.87, 1.17)
C (2.22, 3.36, 1.90)
O (2.63, 3.72, 3.03)
O (2.78, 2.43, 1.01)
H (-4.32, 1.08, -3.58)
H (-5.33, 0.19, -4.85)
H (-4.49, -0.78, -3.50)
H (-0.68, -0.28, -4.02)
H (-2.07, -0.47, -2.85)
H (-0.24, -2.84, -3.93)
H (-1.77, -3.10, -2.88)
H (0.77, -3.07, -1.72)
H (-0.71, -2.29, -0.86)
H (1.08, -0.54, -2.81)
H (-0.02, -0.02, -1.38)
H (2.25, -1.78, -0.37)
H (2.93, -0.46, -1.43)
H (2.81, 0.13, 1.08)
H (0.99, -0.08, 1.06)
H (2.98, 3.33, -1.18)
H (3.28, 1.60, -1.73)
H (0.68, 1.70, -2.72)
H (2.04, 2.64, -3.51)
H (-0.33, 3.75, -1.74)
H (1.15, 4.81, -2.08)
H (0.22, 5.14, -4.36)
H (0.29, 3.33, -4.62)
H (-1.98, 4.86, -3.82)
H (-0.48, 2.38, -0.11)
H (0.16, 1.86, 1.47)
H (1.17, 4.73, 0.50)
H (0.24, 4.19, 2.08)
C (3.94, 1.51, 4.83)
C (3.36, 0.21, 5.13)
N (2.89, -0.82, 5.37)
H (3.18, 2.22, 4.48)
H (4.42, 1.96, 5.71)
H (4.70, 1.44, 4.05)
C (1.18, 0.45, 8.14)
C (0.53, 0.19, 9.42)
N (0.03, -0.01, 10.44)
H (1.50, 1.50, 8.05)
H (2.06, -0.17, 7.99)
H (0.51, 0.25, 7.30)
C (5.90, 3.87, -3.67)
C (5.30, 2.56, -3.39)
N (4.84, 1.53, -3.17)
H (5.15, 4.58, -4.03)
H (6.36, 4.30, -2.78)
H (6.67, 3.80, -4.44)
C (5.94, 4.62, 2.17)
C (6.23, 4.28, 0.78)
N (6.45, 4.01, -0.32)
H (5.64, 3.74, 2.74)
H (6.81, 5.05, 2.67)
H (5.13, 5.35, 2.25)
C (2.47, -4.31, 3.94)
C (2.72, -4.64, 2.54)
N (2.92, -4.91, 1.44)
H (2.18, -5.19, 4.52)
H (3.35, -3.88, 4.42)
H (1.66, -3.58, 4.04)
C (-1.42, 7.10, -6.48)
C (-2.06, 6.83, -5.19)
N (-2.56, 6.62, -4.18)
H (-1.09, 8.13, -6.56)
H (-0.55, 6.46, -6.63)
H (-2.11, 6.92, -7.31)
C (-1.37, -4.22, 2.75)
C (-0.75, -2.94, 2.41)
N (-0.26, -1.93, 2.14)
H (-1.01, -5.02, 2.11)
H (-1.15, -4.51, 3.78)
H (-2.46, -4.18, 2.65)
C (-4.86, -1.26, 2.56)
C (-4.50, -2.55, 1.96)
N (-4.22, -3.56, 1.49)
H (-4.42, -1.15, 3.56)
H (-4.50, -0.42, 1.96)
H (-5.94, -1.15, 2.67)
C (-4.95, -7.67, 2.23)
C (-3.71, -7.17, 1.63)
N (-2.74, -6.78, 1.16)
H (-5.80, -7.02, 2.01)
H (-5.20, -8.67, 1.87)
H (-4.88, -7.73, 3.32)
C (-7.63, -8.29, -1.31)
C (-7.41, -9.17, -0.16)
N (-7.23, -9.87, 0.74)
H (-7.24, -8.72, -2.23)
H (-8.70, -8.10, -1.46)
H (-7.15, -7.32, -1.17)

HOMO   -9.65 eV
2S+1   1
LUMO energy   0.2 eV
Structure (SMILES)   CC(=O)OCCCCCC[C@@]1(CCCCO)CCC(=O)O1.CC#N.CC#N.CC#N.CC#N.CC#N.CC#N.CC#N.CC#N.CC#N.CC#N
E   -63404.9585 eV

These are the Mulliken partial charges, in e, on atoms 1 to 6: number 1, C, carries -0.8148; number 2, C, carries 0.7147; number 3, O, carries -0.5138; number 4, O, carries -0.4186; number 5, C, carries -0.1664; number 6, C, carries -0.6615

=====

C44H34IN4O9P2 | ωB97M-V/def2-TZVPD

Positions of all 94 atoms, in Å:
C (1.63, 3.94, -2.71)
P (1.88, 4.53, -4.47)
O (0.45, 5.38, -4.84)
N (1.85, 3.08, -5.55)
C (2.77, 2.15, -5.45)
N (2.70, 1.05, -6.35)
I (1.96, -0.65, -5.42)
N (3.78, 2.30, -4.47)
P (5.25, 2.99, -5.09)
N (5.78, 2.36, -6.45)
O (5.02, 4.63, -5.31)
O (6.46, 2.76, -3.95)
H (2.01, 2.92, -2.50)
H (2.09, 4.73, -2.05)
H (0.53, 3.96, -2.50)
H (0.35, 5.35, -5.80)
H (1.11, 2.98, -6.25)
H (2.13, 1.32, -7.15)
H (3.92, 1.46, -3.90)
H (5.13, 1.63, -6.74)
H (5.86, 4.91, -5.73)
H (7.16, 2.29, -4.44)
C (-1.31, 3.10, 3.17)
C (-0.94, 2.84, 4.49)
C (0.32, 2.33, 4.77)
C (1.22, 2.07, 3.74)
C (0.84, 2.31, 2.41)
C (-0.42, 2.83, 2.13)
C (1.76, 1.99, 1.30)
O (1.43, 2.20, 0.14)
C (3.09, 1.41, 1.61)
C (3.94, 1.05, 0.57)
C (5.19, 0.51, 0.85)
C (5.59, 0.34, 2.17)
C (4.74, 0.69, 3.21)
C (3.48, 1.21, 2.93)
C (2.57, 1.55, 4.05)
O (2.92, 1.40, 5.20)
H (-2.29, 3.50, 2.95)
H (-1.64, 3.03, 5.29)
H (0.61, 2.14, 5.80)
H (-0.72, 3.03, 1.11)
H (3.64, 1.18, -0.46)
H (5.85, 0.23, 0.04)
H (6.57, -0.07, 2.39)
H (5.06, 0.55, 4.24)
C (-3.68, 1.51, 0.74)
C (-4.59, 1.25, -0.28)
C (-5.93, 1.03, 0.02)
C (-6.36, 1.07, 1.34)
C (-5.44, 1.30, 2.37)
C (-4.11, 1.54, 2.06)
C (-5.88, 1.30, 3.79)
O (-5.07, 1.51, 4.68)
C (-7.30, 1.02, 4.10)
C (-7.71, 0.95, 5.43)
C (-9.04, 0.70, 5.73)
C (-9.97, 0.53, 4.70)
C (-9.56, 0.59, 3.38)
C (-8.22, 0.82, 3.07)
C (-7.80, 0.85, 1.65)
O (-8.60, 0.70, 0.76)
H (-2.64, 1.69, 0.51)
H (-4.26, 1.21, -1.31)
H (-6.64, 0.83, -0.78)
H (-3.40, 1.73, 2.85)
H (-6.99, 1.08, 6.23)
H (-9.36, 0.64, 6.76)
H (-11.01, 0.34, 4.94)
H (-10.29, 0.45, 2.59)
C (0.57, -2.08, -1.87)
C (0.38, -2.76, -3.07)
C (0.67, -4.11, -3.16)
C (1.18, -4.79, -2.05)
C (1.40, -4.10, -0.85)
C (1.08, -2.75, -0.76)
C (1.98, -4.80, 0.32)
O (2.17, -4.20, 1.36)
C (2.34, -6.23, 0.20)
C (2.94, -6.88, 1.27)
C (3.26, -8.23, 1.17)
C (2.98, -8.93, 0.00)
C (2.39, -8.28, -1.08)
C (2.07, -6.93, -0.98)
C (1.47, -6.24, -2.15)
O (1.23, -6.85, -3.17)
H (0.33, -1.02, -1.79)
H (-0.01, -2.23, -3.93)
H (0.51, -4.64, -4.09)
H (1.24, -2.21, 0.17)
H (3.16, -6.34, 2.18)
H (3.74, -8.73, 2.00)
H (3.23, -9.98, -0.08)
H (2.18, -8.83, -1.99)

HOMO   -11.05 eV
2S+1   1
LUMO energy   -5.1 eV
Net charge   +1
E   -97241.5587 eV

These are the Mulliken partial charges, in e, on atoms 1 to 6: number 1, C, carries -0.6489; number 2, P, carries 0.3334; number 3, O, carries -0.5100; number 4, N, carries -0.1185; number 5, C, carries 0.0060; number 6, N, carries -0.6208

=====

CHAs3CuF18O3 | ωB97M-V/def2-TZVPD

Positions of all 27 atoms, in Å:
Cu (1.26, 1.02, -0.15)
As (1.31, -2.96, -0.42)
F (2.93, -3.20, -1.03)
F (0.88, -4.62, -0.76)
F (-0.24, -2.68, 0.27)
F (1.74, -1.26, -0.13)
F (0.71, -2.55, -1.98)
F (1.92, -3.41, 1.14)
As (-0.07, -0.08, 3.47)
F (0.69, -1.63, 3.60)
F (1.33, 0.60, 4.25)
F (-0.86, 1.46, 3.43)
F (-1.42, -0.83, 2.71)
F (-0.84, -0.37, 5.03)
F (0.64, 0.24, 1.88)
As (-2.67, 1.76, -0.55)
F (-4.30, 1.56, -1.21)
F (-2.70, 3.35, -1.28)
F (-1.00, 2.01, -0.03)
F (-2.75, 0.24, 0.24)
F (-2.08, 0.98, -1.95)
F (-3.24, 2.48, 0.93)
O (2.52, 2.20, -3.18)
C (1.48, 1.28, -3.36)
O (1.05, 1.17, -4.52)
O (1.09, 0.66, -2.35)
H (2.59, 2.58, -4.06)

HOMO   -0.83 eV
2S+1   1
LUMO energy   7.0 eV
Net charge   -3
E   -283278.3866 eV

These are the Mulliken partial charges, in e, on atoms 1 to 6: number 1, Cu, carries 0.4430; number 2, As, carries 2.0104; number 3, F, carries -0.5288; number 4, F, carries -0.5486; number 5, F, carries -0.4522; number 6, F, carries -0.4495

=====

C45H63CrN4O2P3SSi | ωB97M-V/def2-TZVPD

Positions of all 120 atoms, in Å:
Cr (-1.31, -1.17, -0.56)
C (-1.98, 2.71, 2.86)
C (-1.82, 1.46, 3.74)
C (-1.48, 1.84, 5.18)
P (-0.79, 0.25, 2.72)
C (-0.29, -1.16, 3.90)
C (-1.43, -1.55, 4.83)
C (1.02, -1.01, 4.67)
C (0.87, 1.01, 2.55)
C (1.40, 1.87, 3.51)
C (2.72, 2.27, 3.44)
C (3.51, 1.84, 2.39)
C (2.96, 1.04, 1.40)
C (1.64, 0.61, 1.46)
Si (0.94, -0.51, 0.06)
C (2.14, 0.15, -1.32)
C (3.08, -0.68, -1.91)
C (3.93, -0.24, -2.90)
C (3.82, 1.06, -3.36)
C (2.88, 1.90, -2.80)
C (2.05, 1.47, -1.76)
P (0.81, 2.58, -0.97)
C (1.89, 3.80, -0.02)
C (3.19, 4.29, -0.66)
C (1.04, 4.95, 0.50)
C (0.12, 3.58, -2.45)
C (-1.27, 4.05, -2.03)
C (0.85, 4.76, -3.10)
C (1.81, -2.19, 0.56)
C (3.14, -2.23, 0.96)
C (3.80, -3.41, 1.24)
C (3.13, -4.61, 1.12)
C (1.80, -4.61, 0.75)
C (1.13, -3.42, 0.48)
P (-0.66, -3.37, 0.09)
C (-1.53, -4.25, 1.52)
C (-0.62, -4.75, 2.65)
C (-2.62, -3.31, 2.06)
C (-1.04, -4.62, -1.26)
C (-0.63, -4.05, -2.61)
C (-0.49, -6.03, -1.09)
H (-2.74, 3.37, 3.28)
H (-2.28, 2.43, 1.85)
H (-1.04, 3.25, 2.79)
H (-2.79, 0.94, 3.75)
H (-1.02, 2.82, 5.22)
H (-0.82, 1.13, 5.66)
H (-2.39, 1.90, 5.77)
H (-0.15, -1.97, 3.18)
H (-1.47, -0.92, 5.71)
H (-1.30, -2.58, 5.17)
H (-2.40, -1.49, 4.33)
H (1.01, -0.16, 5.34)
H (1.86, -0.91, 3.98)
H (1.18, -1.91, 5.26)
H (0.80, 2.22, 4.33)
H (3.14, 2.92, 4.20)
H (4.55, 2.13, 2.32)
H (3.58, 0.78, 0.56)
H (3.16, -1.71, -1.58)
H (4.66, -0.91, -3.33)
H (4.46, 1.43, -4.15)
H (2.79, 2.91, -3.17)
H (2.17, 3.20, 0.85)
H (3.00, 4.92, -1.52)
H (3.81, 3.45, -0.95)
H (3.74, 4.89, 0.07)
H (0.82, 5.68, -0.28)
H (1.57, 5.48, 1.30)
H (0.10, 4.57, 0.91)
H (0.01, 2.80, -3.22)
H (-1.20, 4.95, -1.42)
H (-1.77, 3.29, -1.44)
H (-1.89, 4.28, -2.90)
H (0.96, 5.58, -2.41)
H (0.24, 5.10, -3.94)
H (1.82, 4.50, -3.50)
H (3.68, -1.30, 1.05)
H (4.84, -3.38, 1.54)
H (3.64, -5.54, 1.31)
H (1.29, -5.56, 0.69)
H (-2.04, -5.12, 1.08)
H (0.11, -4.00, 2.93)
H (-0.10, -5.65, 2.36)
H (-1.22, -4.98, 3.53)
H (-2.22, -2.30, 2.19)
H (-3.00, -3.67, 3.01)
H (-3.44, -3.24, 1.35)
H (-2.13, -4.66, -1.22)
H (0.46, -3.93, -2.66)
H (-1.11, -3.09, -2.78)
H (-0.93, -4.72, -3.41)
H (0.58, -6.05, -1.30)
H (-0.97, -6.68, -1.82)
H (-0.68, -6.44, -0.10)
C (-5.31, 1.49, -0.93)
N (-4.43, 1.36, -2.05)
C (-4.75, 1.47, -3.37)
C (-3.62, 1.26, -4.09)
N (-2.59, 1.01, -3.20)
C (-3.11, 1.06, -1.93)
S (-2.32, 1.03, -0.44)
C (-1.32, 0.61, -3.62)
C (-0.82, 1.13, -4.81)
C (0.36, 0.64, -5.32)
C (0.98, -0.41, -4.63)
C (0.44, -0.82, -3.44)
N (-0.67, -0.31, -2.89)
H (-6.29, 1.80, -1.29)
H (-4.91, 2.23, -0.23)
H (-5.40, 0.53, -0.40)
H (-5.74, 1.68, -3.71)
H (-3.47, 1.22, -5.14)
H (-1.34, 1.94, -5.31)
H (0.78, 1.04, -6.23)
H (1.88, -0.86, -5.00)
H (0.91, -1.60, -2.87)
O (-2.88, -1.81, -2.55)
N (-3.72, -2.10, -1.66)
O (-3.25, -1.95, -0.48)

HOMO (alpha / beta)   -6.85 / -6.87 eV
Expectation value of S²   6.0450
2S+1   5
LUMO energy (alpha / beta)   0.4 / 0.4 eV
E   -132743.2565 eV

These are the Mulliken partial charges, in e, on atoms 1 to 6: number 1, Cr, carries 0.3198; number 2, C, carries -1.3179; number 3, C, carries 0.7082; number 4, C, carries -1.8739; number 5, P, carries -0.2964; number 6, C, carries 2.8746

=====

> What is the 2S+1 in the third record?

1

=====

> Look up the E of the second one.

-101807.2547 eV